ORCA calculation (wB97M-V/def2-TZVPD) on a 2-piece molecular cluster, C28H45Br2F12N2O5P overall.

Last column: Löwdin charge in e.
Atoms and positions in Å:
H 4.584 -2.241 1.742  0.023
P 3.606 -1.963 0.773  0.865
H 1.781 0.032 -0.095  0.120
C 0.174 -2.648 5.611  -0.913
O 3.917 2.551 -1.034  0.004
H -2.022 2.504 -2.416  0.125
F -0.685 -3.203 6.459  0.061
H 4.358 3.569 -3.615  0.117
F 0.143 -3.072 -5.340  0.206
C -0.156 1.917 -0.308  -0.174
H 5.900 2.712 -3.659  0.114
C -1.523 2.609 -0.331  -0.202
C -4.754 0.698 -2.922  -0.211
F 2.218 -2.227 -3.505  0.161
F 1.803 0.110 -2.384  0.132
N 2.849 0.806 2.012  -0.030
N 4.061 -1.013 -0.394  -0.258
Br -1.223 -1.015 3.609  0.860
Br 0.659 -0.930 6.328  0.844
H -3.927 3.614 -1.148  0.115
C 4.450 1.930 -2.218  -0.165
H 4.447 -0.882 3.543  0.115
C -7.652 -0.506 -2.274  -0.259
H 4.851 -0.396 5.949  0.088
H 4.340 0.717 0.875  0.047
C 0.721 -0.676 -2.522  -0.347
F 1.286 -3.420 5.616  0.031
H 5.560 5.044 -2.132  0.123
C 2.158 -1.559 1.926  -0.472
H -6.685 -0.669 -0.349  0.107
C -0.199 0.605 0.494  -0.128
H -2.031 2.437 0.630  0.117
H -4.427 -0.170 -0.959  0.098
C -4.738 2.186 -2.545  -0.213
H 0.038 0.845 1.536  0.095
H 2.609 1.684 2.457  0.132
H -5.041 -1.286 -2.167  0.110
O 4.251 0.787 1.846  -0.084
C -8.984 -0.927 -1.622  -0.109
H -1.396 3.696 -0.413  0.115
C 1.043 -1.626 -3.713  -0.350
C -0.004 -2.725 -4.083  -0.590
H -9.217 -1.978 -1.816  0.065
F -0.319 0.080 -2.888  0.153
H 5.166 1.168 -1.904  0.116
F -1.476 -3.582 4.228  -0.025
H -7.847 0.329 -2.956  0.100
O 0.952 -1.388 1.184  -0.124
H 3.942 -1.445 -1.304  -0.018
H 3.133 -1.387 4.630  0.090
H -4.300 2.043 -0.434  0.109
F 1.126 -2.481 -1.099  0.101
C -2.417 2.112 -1.467  -0.223
H 5.301 1.286 5.590  0.091
F 1.166 -0.833 -4.787  0.165
C -5.139 -0.261 -1.788  -0.219
H 0.589 2.578 0.151  0.117
C 3.472 -0.589 3.957  -0.227
C 4.456 0.610 5.768  -0.089
H -7.259 -1.327 -2.885  0.103
H -5.467 0.569 -3.746  0.106
H 6.557 3.725 -1.503  0.131
H 0.552 -4.335 3.388  0.134
C 0.830 -0.455 0.110  -0.225
C 5.105 3.061 -3.004  -0.146
C 1.927 -2.873 2.712  -0.140
F -0.877 -1.637 -1.087  0.134
H -1.204 0.170 0.502  0.112
F -1.237 -2.271 -3.909  0.191
F 0.151 -3.793 -3.332  0.199
H 2.199 -3.689 2.027  0.095
C -3.880 2.531 -1.325  -0.216
C -6.567 -0.080 -1.267  -0.225
C 2.459 -0.329 2.836  -0.266
H 2.613 -2.965 3.552  0.105
O 3.591 0.637 4.646  -0.190
H -3.775 0.404 -3.317  0.102
C 4.564 3.713 -0.772  -0.488
H 3.921 0.939 6.664  0.084
O 4.325 4.369 0.198  0.123
H -4.374 2.756 -3.410  0.111
C -0.424 -2.689 4.150  -0.767
H 0.187 1.755 -1.333  0.096
C 0.492 -3.285 3.075  -0.148
H -2.358 1.018 -1.514  0.096
H -5.766 2.525 -2.364  0.102
H 1.519 -0.039 3.326  0.115
H 3.230 -3.248 0.353  0.022
C 5.567 3.988 -1.880  -0.073
C 0.434 -1.307 -1.115  -0.346
H -8.952 -0.802 -0.534  0.065
H -6.732 0.971 -0.999  0.106
H -0.106 -3.274 2.160  0.123
H 3.633 1.446 -2.740  0.105
H -9.827 -0.337 -1.990  0.063

HOMO, Eh: -0.332
SMILES: CCCCCCCCCCC[C@@H](O[C@@](CC[C@](F)(Br)C(F)(F)Br)([PH2]=N)[C@@H](COC)NO)C(F)(F)C(F)(F)C(F)(F)C(F)(F)F.O=C1CCCO1
E_tot, a.u.: -8267.31821
Largest force on an atom, Eh/bohr: 0.01727
Orbital gap, eV: 9.399